No. 1
A molecular structure, C28H38N4P2Pb at a distorted geometry. Source: the Open Molecules 2025 dataset; level of theory: wB97M-V/def2-TZVPD.

Structure (XYZ):
```
73
Properties=species:S:1:pos:R:3:lowdin_charge:R:1
Pb -0.852 2.705 -4.229 1.634
C -1.774 2.407 -6.505 -0.225
C -1.842 1.044 -6.266 -0.132
C -0.846 0.031 -6.651 -0.147
C 0.622 0.485 -6.567 -0.136
C 0.879 1.504 -5.495 -0.217
C 1.058 2.882 -5.688 -0.195
C 0.399 3.710 -6.765 -0.174
C -0.795 3.021 -7.474 -0.148
C 1.099 2.807 -1.140 0.037
H -2.642 3.028 -6.258 0.117
H -2.806 0.616 -6.027 0.122
H -1.062 -0.330 -7.667 0.158
H -0.982 -0.854 -6.020 0.123
H 1.256 -0.401 -6.365 0.140
H 0.942 0.865 -7.545 0.132
H 1.309 1.086 -4.578 0.078
H 1.846 3.380 -5.107 0.138
H 1.111 4.103 -7.511 0.157
H -0.012 4.613 -6.279 0.123
H -1.338 3.786 -8.058 0.149
H -0.417 2.297 -8.201 0.125
H 0.664 3.530 -0.443 0.026
H 1.689 3.174 -1.972 -0.009
H 1.216 1.768 -0.855 -0.049
P 1.837 -0.739 -1.788 1.088
P -1.719 -1.455 -1.513 1.076
N 3.133 -0.033 -2.806 -0.251
N 2.881 -2.081 -1.342 -0.285
N -2.774 -0.429 -2.487 -0.242
N -3.022 -2.613 -1.557 -0.302
C 0.753 -1.513 -3.109 -0.402
C -0.498 -2.308 -2.630 -0.372
C 3.623 1.271 -2.691 -0.165
C 4.322 1.581 -3.833 -0.097
C 4.318 0.427 -4.671 -0.084
C 3.601 -0.555 -4.017 -0.142
C 4.002 -1.893 -0.515 -0.138
C 4.783 -3.039 -0.538 -0.063
C 4.145 -3.967 -1.425 -0.061
C 2.993 -3.348 -1.910 -0.152
C -4.091 -0.120 -2.157 -0.091
C -4.573 0.853 -2.991 -0.024
C -3.483 1.262 -3.820 -0.173
C -2.444 0.396 -3.539 -0.288
C -3.958 -2.842 -2.591 -0.159
C -5.034 -3.531 -2.061 -0.062
C -4.780 -3.722 -0.658 -0.064
C -3.559 -3.130 -0.372 -0.138
H 1.328 -2.181 -3.778 0.072
H 0.454 -0.660 -3.752 0.026
H -1.049 -2.697 -3.506 0.087
H -0.208 -3.201 -2.040 0.093
H 3.428 1.832 -1.787 0.088
H 4.765 2.549 -4.055 0.105
H 4.762 0.338 -5.655 0.104
H 3.373 -1.582 -4.306 0.111
H 4.093 -0.980 0.062 0.105
H 5.694 -3.192 0.013 0.102
H 4.471 -4.960 -1.675 0.099
H 2.232 -3.716 -2.567 0.086
H -4.599 -0.640 -1.364 0.131
H -5.581 1.274 -2.990 0.129
H -3.481 2.167 -4.431 0.082
H -1.419 0.288 -3.900 0.054
H -3.817 -2.460 -3.592 0.110
H -5.924 -3.833 -2.612 0.110
H -5.421 -4.209 0.050 0.100
H -3.028 -2.967 0.559 0.105
C -1.487 2.744 -1.963 -0.174
H -1.079 1.823 -1.563 -0.008
H -2.572 2.622 -1.981 0.023
H -1.233 3.572 -1.293 0.027
```

Output
Energy relative to the best compared isomer or geometry (same formula, charge and spin)   243.3 kJ/mol
Total charge   +2
LUMO level (spin up / spin down)   -8.83 / -8.24 eV
HOMO energy (spin up / spin down)   -0.4608 / -0.4608 hartree

***

No. 2
A molecular structure, C28H39ClN2Re at a distorted geometry. Source: the Open Molecules 2025 dataset; level of theory: wB97M-V/def2-TZVPD.

Structure (XYZ):
```
71
Properties=species:S:1:pos:R:3:lowdin_charge:R:1
Re 0.287 0.155 -1.711 0.755
Cl 2.185 1.254 -2.492 -0.122
C -1.080 -0.813 -0.484 -0.374
C -1.697 -0.139 -1.621 -0.301
C -2.964 -0.592 -2.127 -0.042
C -3.664 -1.579 -1.429 -0.326
C -3.134 -2.083 -0.249 -0.104
C -1.902 -1.719 0.208 -0.080
H -1.313 0.926 -1.990 0.022
H -3.272 -0.187 -3.110 0.108
H -3.654 -2.862 0.282 0.090
H -1.431 -2.404 0.875 0.069
C -4.980 -2.193 -1.811 -0.086
H -5.473 -2.463 -0.858 0.066
H -4.786 -3.122 -2.379 0.078
H -5.609 -1.501 -2.391 0.070
C 2.198 -0.012 -7.215 -0.148
N 1.872 -0.446 -5.954 -0.050
H 1.449 1.648 -8.375 0.052
N 0.579 1.217 -6.426 -0.047
H 2.998 -0.385 -7.812 0.074
C 2.778 -1.437 -5.328 -0.591
C 3.357 -2.360 -6.408 -0.096
C 3.919 -0.679 -4.669 -0.079
H 4.055 -1.818 -7.066 0.059
H 3.939 -3.159 -5.912 0.081
H 2.549 -2.808 -7.006 0.083
H 2.781 -2.873 -3.782 0.081
H 1.289 -2.843 -4.738 0.081
H 3.532 -0.026 -3.878 -0.033
C 2.055 -2.224 -4.280 -0.077
H 4.466 -0.057 -5.380 0.077
H 4.617 -1.397 -4.225 0.078
H 1.574 -1.573 -3.540 0.009
C 1.403 1.017 -7.509 -0.163
C 0.657 3.563 -5.741 -0.093
H 1.554 3.769 -6.340 0.061
H 0.058 4.483 -5.689 0.064
C -0.208 2.476 -6.380 -0.587
H -1.899 3.319 -5.438 0.073
C -0.571 2.885 -7.815 -0.323
H -1.078 2.060 -8.344 0.041
H 0.956 3.261 -4.727 0.067
H -1.241 1.865 -4.594 0.055
H 0.307 3.221 -8.391 0.005
H -1.257 3.750 -7.795 0.037
C -1.472 2.311 -5.567 -0.091
H -2.187 1.687 -6.116 0.071
C 0.896 0.340 -5.419 -0.026
C 0.019 -1.746 2.394 -0.106
C 0.727 -0.728 1.487 -0.461
C 2.222 -1.031 1.718 -0.060
C 0.331 -0.944 -0.035 -0.341
C 0.393 0.719 1.929 -0.162
C -0.470 0.937 3.008 -0.047
C -0.309 2.075 3.782 -0.116
C 0.591 3.068 3.418 -0.125
C 1.311 2.922 2.228 -0.088
C 1.169 1.773 1.444 -0.042
H 0.109 -2.761 1.989 0.086
H -1.019 -1.462 2.544 0.051
H 0.472 -1.778 3.387 0.080
H 2.480 -2.095 1.637 0.079
H 2.927 -0.434 1.141 0.078
H 2.456 -0.796 2.755 0.074
H 0.659 -1.979 -0.262 0.094
H -1.289 0.250 3.217 0.102
H -0.908 2.173 4.674 0.085
H 0.771 3.924 4.068 0.086
H 1.990 3.696 1.885 0.094
H 1.626 1.688 0.447 0.069
```

Output
Spin multiplicity   4
Total charge   -2
LUMO level (spin up / spin down)   4.33 / 4.31 eV
HOMO energy (spin up / spin down)   0.1048 / -0.0174 hartree

***

No. 3
2 unconnected molecules or ions with the total composition C28H39F15INOSi. Source: the Open Molecules 2025 dataset; level of theory: wB97M-V/def2-TZVPD.

Structure (XYZ):
```
86
Properties=species:S:1:pos:R:3:lowdin_charge:R:1
C -0.917 -1.264 -6.007 -0.176
Si -0.828 -3.128 -6.222 0.594
C -1.380 -3.503 -8.000 -0.174
C 0.919 -3.763 -5.948 -0.243
C 1.065 -5.142 -5.279 -0.176
C 1.990 -5.123 -4.064 -0.609
F 1.944 -6.427 -3.553 -0.002
F 3.297 -5.022 -4.546 -0.043
C 1.571 -4.115 -2.997 -0.568
I 2.928 -2.368 -3.089 0.723
C 1.630 -4.662 -1.572 -0.303
C 0.467 -4.201 -0.668 -0.093
C 0.565 -2.796 -0.150 -0.447
F 0.277 -1.875 -1.106 0.073
F 1.810 -2.504 0.321 0.070
C -0.428 -2.470 1.030 -0.320
F -1.458 -3.347 1.014 0.142
F -0.958 -1.228 0.892 0.130
C 0.149 -2.534 2.478 -0.326
F 0.847 -3.678 2.617 0.168
F -0.910 -2.569 3.321 0.144
C 1.063 -1.382 3.044 -0.331
F 1.128 -1.618 4.377 0.148
F 2.312 -1.437 2.558 0.166
C 0.566 0.094 2.905 -0.302
F 1.184 0.798 3.896 0.113
F -0.758 0.170 3.148 0.143
C 0.902 0.834 1.543 -0.499
F 1.278 0.007 0.586 0.204
F 1.898 1.732 1.749 0.144
F -0.180 1.530 1.149 0.160
C -2.058 -3.891 -5.014 -0.239
C -3.364 -4.217 -5.413 -0.104
C -4.293 -4.735 -4.510 -0.105
C -3.931 -4.942 -3.181 -0.102
C -2.639 -4.625 -2.762 -0.083
C -1.716 -4.102 -3.668 -0.086
H -1.881 -0.929 -6.408 0.024
H -0.864 -0.956 -4.962 0.028
H -0.132 -0.758 -6.575 0.029
H -1.831 -2.625 -8.467 0.022
H -0.495 -3.766 -8.586 0.021
H -2.070 -4.345 -8.070 0.017
H 1.402 -3.794 -6.930 0.074
H 1.446 -3.002 -5.370 -0.006
H 0.117 -5.553 -4.932 0.097
H 1.474 -5.860 -5.998 0.113
H 1.509 -5.744 -1.607 0.102
H 2.586 -4.489 -1.059 0.082
H -0.460 -4.257 -1.241 0.090
H 0.404 -4.870 0.196 0.129
H -3.677 -4.065 -6.440 0.085
H -5.294 -4.978 -4.844 0.092
H -4.643 -5.353 -2.476 0.092
H -2.345 -4.788 -1.732 0.084
H -0.700 -3.869 -3.342 0.062
C 2.130 4.155 3.637 -0.045
C 0.847 4.872 3.281 -0.148
N -0.221 4.856 4.357 -0.264
C -0.552 3.424 4.673 0.015
C -1.500 5.445 3.799 -0.152
C -1.487 6.905 3.378 -0.045
C 0.200 5.483 5.665 -0.071
C 0.755 6.893 5.675 -0.203
O 1.962 6.953 4.958 -0.202
C 2.349 8.272 4.595 -0.067
H 1.976 3.087 3.759 0.054
H 2.816 4.273 2.800 0.104
H 2.625 4.554 4.519 0.083
H 0.376 4.387 2.424 0.136
H 1.036 5.908 3.024 0.112
H -0.809 2.914 3.748 0.107
H -1.397 3.408 5.357 0.117
H 0.303 2.946 5.134 0.101
H -2.263 5.275 4.557 0.134
H -1.736 4.815 2.942 0.134
H -1.656 7.577 4.216 0.076
H -2.313 7.054 2.685 0.096
H -0.576 7.199 2.860 0.080
H 0.945 4.813 6.089 0.138
H -0.686 5.449 6.300 0.146
H 0.936 7.120 6.733 0.144
H 0.037 7.628 5.310 0.106
H 2.064 8.997 5.360 0.094
H 1.896 8.560 3.641 0.092
H 3.431 8.281 4.490 0.097
```

Output
Energy relative to the best compared isomer or geometry (same formula, charge and spin)   0.0 kJ/mol
LUMO level   -1.03 eV
HOMO energy   -0.1674 hartree